# 1
A 2-piece molecular cluster, C3H5NS3 overall in a non-equilibrium geometry. Source: OMol25; level of theory: the ωB97M-V functional and the def2-TZVPD basis.

ORCA input file:
```
! RIJCOSX wB97M-V def2-TZVPD def2/J DEFGRID3
* xyz 0 1
C 2.982 -0.460 0.608
C -0.553 1.296 -0.545
C -1.952 -1.188 -0.517
N 3.279 0.440 -0.125
S 3.085 -1.554 1.717
S -1.464 1.779 0.797
S -0.790 -0.040 -1.384
H -3.036 -0.886 -0.190
H -1.495 -1.414 0.456
H -1.950 -2.155 -0.948
H -0.956 3.094 0.825
H 2.851 1.087 -0.693
*
```

Its total energy is -1366.51976 Eh. The calculation puts the lowest unoccupied orbital energy at 0.15 eV. The value obtained for the relative energy (zero: lowest compared OMol25 entry of this formula, charge and spin) is 59.1 kcal/mol.



# 2
One molecule with the formula C4H8ClNO3 in a non-equilibrium geometry. Source: OMol25; level of theory: the ωB97M-V functional and the def2-TZVPD basis.

ORCA input file:
```
! RIJCOSX wB97M-V def2-TZVPD def2/J DEFGRID3
* xyz 0 1
C -1.022 0.246 -0.885
C -0.391 0.174 0.560
C 0.931 -0.520 0.726
O 0.897 -1.891 0.832
C 2.113 0.030 -0.346
Cl 3.408 -1.247 -0.472
N 2.650 1.330 0.167
O 1.963 2.279 -0.137
O 3.654 1.338 0.823
H -0.881 -0.727 -1.453
H -2.010 0.542 -0.859
H -0.541 1.058 -1.559
H -0.398 1.268 0.841
H -1.129 -0.308 1.275
H 1.206 -0.065 1.672
H 0.568 -2.396 -0.030
H 1.822 0.358 -1.307
*
```

Its total energy is -897.73859 Eh. The calculation puts the lowest unoccupied orbital energy at 0.08 eV. The value obtained for the relative energy (zero: lowest compared OMol25 entry of this formula, charge and spin) is 90.2 kcal/mol.



# 3
A 2-piece molecular cluster, C6H6Si3 overall in a non-equilibrium geometry. Source: OMol25; level of theory: the ωB97M-V functional and the def2-TZVPD basis.

ORCA input file:
```
! RIJCOSX wB97M-V def2-TZVPD def2/J DEFGRID3
* xyz 0 1
C -1.117 0.267 0.703
C -0.827 -0.994 0.296
C -0.181 1.343 0.598
C 0.390 -1.249 -0.457
C 0.956 1.092 -0.104
C 1.227 -0.205 -0.678
Si -1.741 1.835 1.543
Si -0.705 -2.755 -0.362
Si 2.471 1.101 -1.155
H -2.759 2.852 1.277
H -1.118 2.056 2.779
H -1.228 -3.816 0.503
H -1.548 -4.037 -2.160
H 2.514 1.621 -2.482
H 3.667 0.888 -0.300
*
```

Its total energy is -1100.34946 Eh. The calculation puts the lowest unoccupied orbital energy (alpha / beta) at -0.38 / -0.38 eV. The value obtained for the relative energy (zero: lowest compared OMol25 entry of this formula, charge and spin) is 78.3 kcal/mol.



# 4
A 3-piece molecular cluster, C2H11NO2S2 overall in a non-equilibrium geometry. Source: OMol25; level of theory: the ωB97M-V functional and the def2-TZVPD basis.

ORCA input file:
```
! RIJCOSX wB97M-V def2-TZVPD def2/J DEFGRID3
* xyz 1 2
N 3.443 -0.444 1.112
C 2.759 0.815 1.050
C 1.533 0.661 2.029
S 0.446 2.028 1.626
S -1.407 1.278 1.900
H 3.908 -0.604 1.993
H 4.103 -0.555 0.356
H 3.323 1.662 1.445
H 2.459 0.992 0.032
H 1.096 -0.314 1.856
H 1.900 0.863 3.024
H -1.860 1.905 0.797
H -2.365 -2.493 -3.033
H -1.051 -2.379 -2.245
O -1.559 -1.971 -2.958
H -5.824 -0.951 -3.551
H -5.713 0.110 -2.522
O -5.191 -0.602 -2.912
*
```

Its total energy is -1084.08018 Eh. The calculation puts the lowest unoccupied orbital energy (alpha / beta) at -4.54 / -8.01 eV. The expectation value of S² is 0.7543. The value obtained for the relative energy (zero: lowest compared OMol25 entry of this formula, charge and spin) is 4.7 kcal/mol.



# 5
C14H18IrN4S3 as an isolated structure. Source: OMol25; level of theory: the ωB97M-V functional and the def2-TZVPD basis.

ORCA input file:
```
! RIJCOSX wB97M-V def2-TZVPD def2/J DEFGRID3
* xyz 1 5
Ir -0.061 -0.015 -0.824
S 2.322 0.152 -0.719
C 2.652 1.842 -0.846
C 3.994 2.254 -0.884
C 4.318 3.584 -0.978
C 3.311 4.566 -1.035
C 1.995 4.199 -1.002
C 1.628 2.834 -0.913
S -0.036 2.460 -0.904
H 4.771 1.501 -0.841
H 5.359 3.880 -1.009
H 3.577 5.613 -1.106
H 1.211 4.943 -1.050
N -2.365 -1.179 -2.932
C -3.038 -0.521 -1.959
C -4.446 -0.531 -1.951
C -5.119 0.216 -1.023
C -4.402 0.972 -0.089
C -3.038 0.905 -0.128
N -2.350 0.164 -1.025
H -2.853 -1.798 -3.552
H -1.361 -1.176 -2.953
H -4.972 -1.116 -2.695
H -6.202 0.229 -1.020
H -4.899 1.592 0.643
H -2.433 1.451 0.586
C -0.281 -2.631 3.376
N -0.435 -2.501 1.926
C 0.467 -2.585 0.952
S -0.107 -2.514 -0.694
N 1.769 -2.746 1.142
C 2.560 -2.721 2.374
H -1.268 -2.518 3.816
H 0.359 -1.858 3.788
H 0.099 -3.612 3.653
H -1.374 -2.408 1.577
H 2.288 -2.782 0.279
H 2.322 -3.557 3.025
H 2.435 -1.784 2.908
H 3.604 -2.806 2.087
*
```

Its total energy is -2061.95132 Eh. The calculation puts the lowest unoccupied orbital energy (alpha / beta) at -2.17 / -5.28 eV. The expectation value of S² is 6.0210. The value obtained for the relative energy (zero: lowest compared OMol25 entry of this formula, charge and spin) is 14.5 kcal/mol.



# 6
One molecule with the formula C6H8OS in a non-equilibrium geometry. Source: OMol25; level of theory: the ωB97M-V functional and the def2-TZVPD basis.

ORCA input file:
```
! RIJCOSX wB97M-V def2-TZVPD def2/J DEFGRID3
* xyz 0 1
O -2.730 -0.932 -0.618
C -1.633 -0.497 -0.350
C -1.289 0.936 -0.621
C -0.019 1.160 0.149
C 0.703 -0.202 0.066
C 2.096 -0.417 0.600
S 2.011 -0.367 -1.202
C -0.398 -1.197 0.170
H -2.158 1.563 -0.295
H -1.182 1.119 -1.710
H 0.628 1.988 -0.244
H -0.218 1.416 1.197
H 2.580 0.473 0.983
H 2.405 -1.350 1.075
H -0.240 -2.140 -0.398
H -0.556 -1.552 1.199
*
```

Its total energy is -706.83009 Eh. The calculation puts the lowest unoccupied orbital energy at 0.71 eV. The value obtained for the relative energy (zero: lowest compared OMol25 entry of this formula, charge and spin) is 10.1 kcal/mol.



Repeat the sixth record exactly.
One molecule with the formula C6H8OS in a non-equilibrium geometry. Source: OMol25; level of theory: the ωB97M-V functional and the def2-TZVPD basis.

ORCA input file:
```
! RIJCOSX wB97M-V def2-TZVPD def2/J DEFGRID3
* xyz 0 1
O -2.730 -0.932 -0.618
C -1.633 -0.497 -0.350
C -1.289 0.936 -0.621
C -0.019 1.160 0.149
C 0.703 -0.202 0.066
C 2.096 -0.417 0.600
S 2.011 -0.367 -1.202
C -0.398 -1.197 0.170
H -2.158 1.563 -0.295
H -1.182 1.119 -1.710
H 0.628 1.988 -0.244
H -0.218 1.416 1.197
H 2.580 0.473 0.983
H 2.405 -1.350 1.075
H -0.240 -2.140 -0.398
H -0.556 -1.552 1.199
*
```

Its total energy is -706.83009 Eh. The calculation puts the lowest unoccupied orbital energy at 0.71 eV. The value obtained for the relative energy (zero: lowest compared OMol25 entry of this formula, charge and spin) is 10.1 kcal/mol.



Q: Which of these has the highest relative energy (zero: lowest compared OMol25 entry of this formula, charge and spin)?
A: C4H8ClNO3